Entry 1:
136
Properties=species:S:1:pos:R:3:forces:R:3:lowdin_charge:R:1 method="wB97M-V/def2-TZVPD" homo_lumo_gap_ev=8.570 homo_ev=-11.897 lumo_ev=-3.326 energy_ev=-102715.231 total_charge=+1
N 3.870 -1.735 2.380 -0.4 0.1 -0.2 0.021
C 3.171 -0.478 2.052 0.0 -1.0 -0.4 -0.203
C 1.730 -0.744 1.599 0.4 1.1 0.6 -0.372
O 1.722 -1.129 0.235 -0.6 -0.8 0.1 -0.020
C 0.778 0.452 1.836 0.4 -0.5 -0.6 -0.027
C -0.598 -0.070 2.001 -0.1 0.3 0.0 -0.133
N -0.965 -1.241 1.360 -0.8 -0.1 0.1 0.156
C -2.225 -1.565 1.635 0.2 -0.9 0.4 -0.336
P -2.936 -3.119 0.890 -0.6 -0.8 -2.0 0.921
N -1.623 -4.227 1.202 0.1 0.9 0.9 -0.154
O -4.129 -3.637 1.850 0.6 0.7 0.8 -0.278
N -2.712 -0.613 2.435 0.4 0.3 0.0 0.169
C -1.702 0.337 2.681 0.5 -0.3 0.0 -0.302
O -1.830 1.430 3.444 -0.5 -0.1 -0.2 0.138
H 3.644 -2.393 1.639 0.2 -0.1 -0.1 0.056
H 3.436 -2.145 3.200 0.2 0.1 0.2 0.064
H 3.695 -0.077 1.189 0.1 0.5 0.1 0.120
H 3.183 0.172 2.914 0.2 0.2 0.1 0.092
H 1.378 -1.572 2.220 -0.1 -0.3 -0.1 0.131
H 1.274 -0.483 -0.326 0.3 0.2 -0.2 0.068
H 1.109 1.103 2.636 -0.2 0.0 0.3 0.137
H 0.815 1.029 0.918 -0.1 0.5 -0.1 0.104
H -0.373 -1.815 0.767 0.4 0.3 -0.1 0.155
H -0.894 -3.770 1.749 0.2 -0.2 0.0 0.029
H -1.959 -4.961 1.825 0.0 -0.3 -0.2 0.051
H -3.860 -3.754 2.781 -0.3 -0.3 0.1 0.036
H -3.654 -0.613 2.794 -0.2 0.2 -0.3 0.171
H -2.260 1.211 4.281 0.1 0.2 0.2 0.139
O -0.437 -1.621 4.969 0.1 0.0 -0.1 -0.026
H -0.903 -2.324 5.437 0.0 0.1 0.1 0.050
H -0.929 -1.524 4.150 0.0 0.0 0.0 -0.006
O -3.893 2.062 0.585 0.0 0.0 -0.1 -0.032
H -3.265 1.670 1.196 0.1 0.1 0.0 -0.005
H -3.507 2.918 0.361 0.0 0.0 0.0 0.047
O -0.073 2.928 -0.181 0.2 -0.4 -0.2 -0.062
H -0.841 3.111 0.368 0.1 0.3 0.1 0.023
H -0.079 3.646 -0.828 -0.1 -0.1 -0.2 0.035
O -6.369 -4.525 -0.293 0.2 0.0 0.3 -0.079
H -5.835 -3.947 0.259 0.0 0.0 0.0 -0.031
H -5.754 -4.883 -0.950 -0.4 0.0 -0.2 0.006
O 0.390 -4.807 -1.534 0.1 0.0 0.2 -0.043
H -0.070 -4.619 -0.709 -0.2 0.0 0.0 0.009
H 0.924 -5.585 -1.343 0.1 0.1 -0.1 0.042
O 1.413 0.978 -2.181 0.0 -0.2 0.4 -0.043
H 1.280 1.625 -1.475 -0.1 0.2 -0.1 0.007
H 2.347 0.742 -2.133 0.0 0.0 -0.1 0.057
O -0.560 5.366 0.926 -0.1 -0.2 0.1 -0.063
H -0.701 6.005 1.636 0.0 0.2 -0.1 0.003
H 0.377 5.153 0.994 0.0 0.1 0.0 0.040
O 1.732 -6.866 -3.512 0.1 0.2 0.4 -0.058
H 0.876 -6.733 -3.091 -0.2 -0.2 -0.3 0.025
H 1.837 -6.086 -4.082 0.0 -0.1 -0.1 0.012
O 1.684 -9.692 -5.308 0.0 0.1 0.0 -0.067
H 1.434 -9.127 -4.566 0.0 0.0 0.0 -0.018
H 2.590 -9.946 -5.110 0.0 -0.1 0.0 0.033
O 0.567 7.440 2.799 -0.2 -0.3 0.4 -0.067
H 1.203 7.069 3.421 0.2 0.1 -0.2 0.062
H 0.974 8.276 2.528 -0.1 0.1 -0.2 0.029
O -6.016 -6.259 -2.407 0.3 0.1 0.0 -0.054
H -6.541 -6.932 -1.970 0.0 -0.1 0.1 0.034
H -6.420 -6.176 -3.278 0.0 -0.1 0.0 0.032
O -1.225 5.980 4.545 0.1 -0.2 -0.1 -0.056
H -0.635 6.445 3.932 -0.3 0.2 0.1 -0.018
H -1.062 5.047 4.380 0.0 0.0 0.0 0.021
O 3.125 -8.833 -1.814 0.0 0.1 0.3 -0.054
H 2.561 -8.149 -2.209 0.1 -0.1 -0.4 -0.013
H 3.023 -8.710 -0.865 0.0 -0.1 0.0 0.036
O -0.391 3.469 -3.233 0.0 0.0 0.1 -0.050
H 0.179 3.891 -3.883 0.0 0.0 0.0 0.047
H -0.250 2.524 -3.366 0.1 0.0 0.1 0.026
O 5.148 -1.876 -0.866 0.0 0.0 0.1 -0.054
H 4.979 -2.005 0.073 0.2 0.1 0.0 0.014
H 5.266 -2.768 -1.226 -0.2 0.1 -0.2 0.032
O -5.054 2.977 -2.450 0.1 -0.1 0.1 -0.053
H -4.568 2.291 -2.924 0.0 0.1 -0.3 0.001
H -4.869 2.808 -1.522 -0.1 -0.1 0.0 -0.007
O -3.991 -5.492 4.399 0.0 0.1 -0.2 -0.056
H -4.847 -5.812 4.093 0.0 -0.1 0.0 0.051
H -3.798 -6.016 5.183 0.0 0.0 0.0 0.049
O 2.881 7.259 1.085 0.1 0.0 -0.1 -0.061
H 2.482 6.895 0.290 -0.1 0.1 0.0 0.030
H 3.530 7.904 0.761 0.2 -0.1 0.1 -0.001
O 5.661 -10.563 -0.857 -0.1 0.1 0.0 -0.057
H 5.095 -9.885 -1.247 0.0 -0.1 -0.2 -0.002
H 5.569 -10.441 0.092 0.1 0.0 0.0 0.027
O -1.389 8.457 0.158 -0.1 0.2 0.0 -0.058
H -1.650 8.408 1.086 0.0 -0.1 0.0 0.011
H -1.389 7.536 -0.123 0.0 0.0 0.0 0.016
O 7.513 -0.925 -2.267 0.0 0.1 0.0 -0.071
H 6.753 -0.919 -1.666 0.0 -0.2 0.0 -0.010
H 7.369 -0.182 -2.859 0.0 0.0 0.0 0.025
O 5.184 8.889 0.309 -0.1 -0.2 0.1 -0.043
H 5.657 9.540 0.835 -0.1 0.1 0.0 0.056
H 5.818 8.627 -0.365 0.0 0.1 0.0 0.035
O 0.804 10.501 2.798 -0.1 -0.1 0.0 -0.043
H 0.024 10.661 3.338 0.0 0.0 0.1 0.043
H 0.801 11.212 2.150 0.1 -0.1 -0.1 0.050
O -3.878 10.216 1.431 0.1 0.0 0.0 -0.055
H -3.356 10.842 1.940 0.0 0.1 0.0 0.029
H -3.262 9.861 0.778 0.0 0.0 -0.1 0.006
O 4.392 -4.442 -2.570 -0.1 0.1 0.2 -0.044
H 4.070 -5.227 -2.116 0.1 -0.1 -0.1 0.031
H 3.886 -4.430 -3.392 0.1 -0.1 -0.1 0.016
O 0.582 -4.346 -4.326 0.0 0.2 0.3 -0.055
H 0.022 -3.668 -4.712 0.0 0.0 -0.2 0.046
H 0.510 -4.208 -3.368 0.0 -0.1 -0.1 0.000
O 3.557 -5.544 -5.443 0.0 0.0 0.1 -0.042
H 4.221 -5.061 -5.945 0.0 0.0 0.0 0.055
H 3.711 -6.470 -5.659 0.0 0.0 0.0 0.056
O 0.204 -9.301 -2.628 -0.3 0.2 0.1 -0.049
H -0.601 -9.582 -3.076 0.0 0.0 -0.1 0.056
H 0.284 -9.905 -1.883 0.2 -0.1 -0.1 0.048
O -7.979 -7.519 -4.052 -0.1 -0.1 0.1 -0.046
H -8.338 -7.599 -3.163 -0.2 0.1 -0.1 0.041
H -8.014 -8.419 -4.393 0.1 0.0 -0.1 0.053
O -3.797 1.497 -4.926 0.1 0.0 0.1 -0.049
H -4.191 1.158 -5.736 -0.1 0.0 0.0 0.046
H -3.158 2.152 -5.225 0.0 0.1 0.1 0.043
O 2.170 0.162 5.032 -0.2 -0.1 -0.1 -0.046
H 1.305 -0.212 4.829 -0.1 -0.1 0.2 -0.003
H 2.473 -0.384 5.765 0.1 0.1 0.1 0.054
O -5.118 -1.571 -0.495 0.0 0.3 0.4 -0.092
H -5.917 -1.379 0.008 -0.1 -0.1 -0.2 0.050
H -5.052 -0.829 -1.108 0.0 -0.1 -0.1 0.049
O -3.391 -2.231 4.996 -0.1 -0.1 -0.1 -0.026
H -4.145 -2.089 5.581 0.0 -0.2 0.1 0.073
H -3.378 -1.464 4.423 0.0 0.1 0.2 -0.010
O 6.478 10.483 -1.734 0.0 0.1 -0.2 -0.049
H 6.087 10.115 -2.535 0.0 0.0 0.0 0.065
H 7.099 11.146 -2.056 0.1 -0.1 0.0 0.065
O -3.411 6.781 1.394 0.0 -0.3 -0.1 -0.045
H -3.892 6.111 1.887 0.0 0.1 0.1 0.042
H -3.862 6.827 0.544 0.0 0.1 0.0 0.052
O 4.266 12.212 -0.751 0.0 0.0 0.0 -0.069
H 4.669 13.073 -0.890 0.0 0.0 0.0 0.029
H 4.929 11.573 -1.055 0.0 0.0 0.1 -0.020

Entry 2:
22
Properties=species:S:1:pos:R:3:forces:R:3:nbo_charge:R:1 method="wB97M-V/def2-TZVPD" homo_lumo_gap_ev=5.951 homo_ev=-6.575 lumo_ev=-0.625 energy_ev=-27048.026 total_charge=0
O -1.787 -2.282 -1.972 -0.4 -0.5 -0.5 -0.471
C -0.660 -1.721 -1.576 -0.5 -0.4 1.6 1.012
C -2.879 -1.344 -1.920 0.2 0.2 0.0 -0.109
O 0.365 -2.340 -1.415 0.3 0.3 -0.8 -0.692
O -0.858 -0.474 -1.161 -2.4 0.3 -0.5 -0.528
C -2.352 -0.236 -1.003 0.5 -0.9 -0.7 -0.087
H -3.749 -1.861 -1.506 0.2 0.1 -0.2 0.214
H -3.066 -0.988 -2.939 -0.1 -0.1 0.2 0.191
H -2.641 -0.402 0.039 0.5 0.4 -0.2 0.247
H -2.624 0.752 -1.384 0.5 -0.2 0.4 0.226
O 0.717 1.746 1.629 1.0 2.7 4.0 -0.690
C -0.475 1.125 2.136 -1.5 -0.4 0.8 0.335
C 1.974 1.356 2.171 0.0 0.0 0.6 -0.107
O -1.327 1.185 1.238 -0.2 0.1 0.8 -0.799
O 2.234 0.171 0.088 6.9 -3.2 0.3 -1.082
C 2.878 0.994 0.988 1.0 0.7 0.5 -0.083
H 1.826 0.487 2.834 0.0 0.2 -0.2 0.185
H 2.404 2.182 2.762 -0.1 -0.2 -0.2 0.178
H 3.808 0.553 1.411 -0.3 0.0 -0.1 0.137
H 3.195 1.945 0.503 -0.1 -0.3 0.1 0.138
Ag 0.559 0.878 -0.110 -5.4 0.9 -6.1 0.810
Na 2.459 -1.725 -0.812 -0.2 0.2 0.1 0.976

Entry 3:
21
Properties=species:S:1:pos:R:3:forces:R:3:lowdin_spin:R:1 method="wB97M-V/def2-TZVPD" homo_lumo_gap_ev="6.381 / 7.037" spin_multiplicity=2 s2=0.7536 homo_ev="-8.225 / -8.887" lumo_ev="-1.844 / -1.849" energy_ev=-22632.724 total_charge=0
O 3.168 0.541 -2.051 0.3 0.2 0.9 0.001
C 2.403 0.463 -3.140 0.6 -2.0 -1.4 0.002
C 3.755 1.842 -1.930 0.0 0.0 0.2 0.000
O 1.947 -0.567 -3.565 -0.2 1.1 0.7 0.004
O 2.411 1.611 -3.816 -0.2 0.9 -0.2 0.000
C 3.291 2.563 -3.203 -0.2 0.1 0.0 0.000
H 4.844 1.730 -1.872 -0.3 0.0 0.0 0.000
H 3.381 2.310 -1.012 0.1 -0.1 -0.2 0.000
H 4.110 2.783 -3.898 -0.2 -0.1 0.2 0.000
H 2.723 3.476 -2.995 0.2 -0.2 -0.1 0.000
O -0.931 -0.804 2.198 0.2 0.1 0.2 0.001
C -2.033 -1.112 1.678 0.4 0.9 1.0 0.009
C -1.153 -0.165 -1.073 0.1 0.2 -0.2 0.720
O -3.142 -0.836 2.201 -0.4 0.0 0.8 0.003
O -2.078 -1.763 0.506 -0.8 -0.2 -0.3 0.053
C -1.056 -1.514 -0.464 1.0 -0.4 -0.1 0.101
Ag -2.207 0.116 4.313 0.0 -0.8 -1.8 0.001
H -0.724 0.700 -0.567 -0.2 -0.2 -0.1 0.043
H -1.637 -0.038 -2.042 0.2 0.1 0.4 0.043
H -0.071 -1.680 0.007 -0.3 0.2 -0.1 0.013
H -1.183 -2.295 -1.224 -0.1 0.2 0.2 0.005